(1)
Entry from OMol25: C14H30NO3P2Sr as an isolated structure (ωB97M-V/def2-TZVPD).

Values from the calculation:
Net charge: +1
ΔE to the lowest compared entry with this formula, charge and spin (kJ/mol): 0.00
HOMO level (Eh): -0.3884
HOMO-LUMO gap (eV): 7.29

Geometry (Å):
Sr -0.0436 -1.1069 -0.8844
P -2.1233 0.8790 -1.7072
C -1.1601 2.4319 -1.7559
C -0.1853 2.5697 -0.6266
N 0.3813 1.4987 -0.0119
C 1.1678 1.8043 1.0519
C 1.4480 3.0971 1.4650
C 0.9102 4.1719 0.7871
C 0.0649 3.8859 -0.2684
C 1.8357 0.7703 1.9076
P 2.1123 -0.8168 1.0585
H -0.4477 4.6563 -0.8381
H 2.1077 3.2067 2.3212
H 1.1420 5.1923 1.0695
H 2.8428 1.1177 2.1968
H 1.2593 0.5552 2.8272
H -0.6524 2.4454 -2.7419
H -1.9044 3.2427 -1.7072
H 2.9048 -0.6004 -4.1286
O 2.6024 0.3316 -4.0001
H 3.0175 0.7725 -4.7880
H 3.0691 -3.4595 -2.0226
O 3.8268 -2.9432 -2.3874
H 4.4679 -3.6548 -2.6078
C 3.8470 -0.6227 0.5445
H 4.4959 -0.5148 1.4241
H 4.1096 -1.4878 -0.0654
H 3.9145 0.2491 -0.1067
C 2.2917 -1.9159 2.5046
H 2.4544 -2.9225 2.1163
H 3.1375 -1.5966 3.1384
H 1.3511 -1.9274 3.0571
C -3.5763 1.4447 -0.7250
H -4.0760 2.2831 -1.2442
H -4.2584 0.5958 -0.6170
H -3.2660 1.7373 0.2823
C -2.9101 0.8618 -3.3502
H -3.4917 -0.0546 -3.4020
H -3.5560 1.7372 -3.5175
H -2.1359 0.7936 -4.1133
C -2.2374 -2.5392 3.1105
C -1.8861 -2.6483 1.6126
C -3.1168 -2.6632 0.6851
O -1.0024 -1.6677 1.1368
H -3.0976 -1.8753 3.3248
H -1.3891 -2.2052 3.7204
H -2.5363 -3.5223 3.5272
H -1.3553 -3.6070 1.4547
H -3.9087 -1.9778 1.0369
H -2.8779 -2.3398 -0.3433
H -3.5674 -3.6624 0.5996

Atoms 1-6, force components in eV/Å:
Sr -0.7 -0.1 1.3
P -1.0 0.4 0.0
C -0.2 -0.6 -0.7
C 0.2 0.2 0.2
N 0.0 0.9 0.3
C 0.1 0.2 0.0

=====

(2)
Entry from OMol25: a 3-piece molecular cluster, C14H30NO5S overall (ωB97M-V/def2-TZVPD).

Values from the calculation:
Net charge: +1
ΔE to the lowest compared entry with this formula, charge and spin (kJ/mol): 243.46
HOMO level (Eh): -0.4369
HOMO-LUMO gap (eV): 8.60

Geometry (Å):
C 2.0676 1.0951 -0.0842
C 2.0131 0.4955 1.3586
O 1.2273 -0.6943 1.4995
C 0.0296 -0.6372 0.7718
C -1.0863 -1.5586 1.4270
S -2.5161 -1.4831 0.2419
C -3.8937 -0.6780 1.2049
C -4.1067 0.8100 0.7296
N -3.9462 1.7369 1.5869
H 1.0882 1.5613 -0.3719
H 2.3005 0.3575 -0.8844
H 2.8039 1.9352 -0.1430
H 3.0490 0.2336 1.6867
H 1.6879 1.3196 2.0487
H 0.1482 -0.9239 -0.3062
H -0.4036 0.4002 0.7759
H -0.7329 -2.5973 1.6080
H -1.3463 -1.0949 2.4070
H -2.8629 -2.7624 -0.1344
H -4.8160 -1.2973 1.1149
H -3.5983 -0.6938 2.2758
H -4.4146 1.0687 -0.3050
H -3.6889 1.3626 2.5054
O 3.1410 4.9028 -3.1452
C 2.8392 5.4992 -2.1483
O 2.2322 4.8415 -1.1422
C 1.9863 5.3983 0.1548
C 0.7039 6.2043 0.1671
C 3.0477 6.9850 -2.0377
H 2.8460 5.9717 0.5060
H 1.8836 4.5491 0.8324
H 0.7559 7.0545 -0.5138
H 0.4952 6.5792 1.1706
H -0.1353 5.5874 -0.1595
H 2.2253 7.4973 -2.5367
H 3.9828 7.2374 -2.5363
H 3.1354 7.3463 -1.0154
O -1.1736 -5.1511 1.9751
C -0.7581 -5.4439 0.8843
O -1.4801 -5.1105 -0.2019
C -1.0122 -5.2390 -1.5571
C -1.2359 -6.6400 -2.0851
C 0.5035 -6.2437 0.7178
H 0.0279 -4.9190 -1.6419
H -1.6019 -4.5346 -2.1466
H -0.6787 -7.3805 -1.5106
H -0.9270 -6.7103 -3.1288
H -2.2907 -6.9095 -2.0118
H 0.2755 -7.2999 0.8602
H 1.2145 -5.9244 1.4791
H 0.9946 -6.1031 -0.2422

Atoms 1-6, force components in eV/Å:
C -0.5 0.3 -0.1
C 1.3 1.2 -0.4
O -0.7 0.1 -0.3
C -1.1 0.2 -0.3
C 1.4 0.3 0.3
S 0.3 0.5 0.2

=====

(3)
Entry from OMol25: a 2-piece molecular cluster, C14H30NO8S3 overall (ωB97M-V/def2-TZVPD).

Values from the calculation:
Net charge: -1
HOMO level (Eh): -0.2131
HOMO-LUMO gap (eV): 8.06

Geometry (Å):
C 2.1292 -1.9620 2.4802
C 2.0165 -0.3277 2.7986
O 0.6120 -0.1063 3.2190
C -0.0384 0.8756 2.3211
O -0.1466 2.1756 2.6412
C -0.6593 0.3636 0.8561
C -2.2783 0.7711 0.7643
C -3.1959 -0.5838 0.4510
S -2.9899 -1.1330 -1.3676
O -4.4096 -1.5191 -1.9381
O -2.3522 0.0813 -2.0931
N -1.9915 -2.5655 -1.3163
S -1.2264 -2.8999 -2.8506
O -1.9315 -2.1898 -4.0705
O -1.4428 -4.4413 -3.1129
O 0.4692 -2.6657 -2.8726
C 0.9588 -2.0485 -1.6300
C 2.6171 -2.2570 -1.5748
C 3.0239 -3.6875 -2.3048
C 3.4492 -0.9660 -2.1490
C 3.3566 -0.7820 -3.7910
C 3.0785 0.4693 -1.4460
H 3.2579 -2.2997 2.2935
H 1.4555 -2.2250 1.5377
H 1.7672 -2.5797 3.4186
H 2.7684 -0.1137 3.6719
H 2.2561 0.3014 1.8159
H -0.0602 0.9670 0.0422
H -0.4674 -0.7796 0.6885
H -2.5562 1.1393 1.8611
H -2.4844 1.6426 0.0068
H -2.7432 -1.4324 1.1563
H -4.3207 -0.4635 0.7521
H 0.6633 -0.9065 -1.6797
H 0.5605 -2.5636 -0.6412
H 2.9146 -2.3889 -0.4343
H 3.1023 -3.5433 -3.4801
H 4.0702 -4.0013 -1.8850
H 2.2529 -4.5496 -2.1280
H 4.6004 -1.1758 -1.9175
H 3.2641 0.3383 -4.1390
H 4.3151 -1.3154 -4.2452
H 2.4309 -1.3858 -4.2318
H 4.1068 0.9911 -1.1619
H 2.5482 0.2297 -0.4051
H 2.3981 1.1740 -2.1080
C -4.4380 5.9687 2.4676
S -3.3294 4.6815 1.8458
O -4.1576 3.4566 1.5928
C -2.4460 4.4288 3.4042
H -5.1187 6.2593 1.6637
H -5.0175 5.5870 3.3121
H -3.8521 6.8371 2.7765
H -3.1489 4.1429 4.1901
H -1.9258 5.3483 3.6819
H -1.7152 3.6288 3.2634

Atoms 1-6, force components in eV/Å:
C 0.2 0.2 0.0
C 0.6 -1.9 -0.8
O -0.1 2.6 -2.3
C -0.5 5.0 0.6
O 0.9 -8.3 -1.5
C 0.4 0.5 0.4

=====

(4)
Entry from OMol25: a 3-piece molecular cluster, C14H31B3FO10PS overall (ωB97M-V/def2-TZVPD).

Values from the calculation:
Net charge: 0
HOMO level (Eh): -0.3201
HOMO-LUMO gap (eV): 8.98

Geometry (Å):
C -3.1617 -0.3364 -1.1023
C -1.8992 -1.0892 -0.6671
O -0.6984 -0.3904 -0.9558
C -0.5378 0.7817 -0.1789
B 0.6241 1.6569 -0.7593
O 0.6020 3.0432 -0.5891
B 1.2961 3.7813 -1.5069
P 0.6257 5.5578 -1.9516
S 0.1141 6.5661 -0.3637
O 2.4335 3.2775 -2.0687
B 2.7330 1.9376 -1.7991
C 4.2343 1.4774 -1.8066
F 4.3053 0.0761 -1.8236
C 4.9480 1.9911 -0.5540
C 4.1148 1.8528 0.7191
O 1.6899 1.1233 -1.4438
H -2.8834 0.4666 -1.7872
H -3.6731 0.1227 -0.2558
H -3.8583 -1.0003 -1.6127
H -1.8149 -2.0344 -1.2022
H -1.9384 -1.3270 0.4047
H -1.4606 1.3733 -0.1363
H -0.3019 0.5142 0.8677
H 1.6228 6.1224 -2.7683
H -0.3764 5.3202 -2.9159
H 4.7614 1.8335 -2.6971
H 5.8686 1.4101 -0.4639
H 5.2398 3.0309 -0.7206
H 3.6519 0.8655 0.7710
H 3.3230 2.6065 0.7755
H 4.7185 1.9747 1.6176
C 4.2271 0.9414 6.1038
C 3.0266 0.1629 5.6158
O 1.8895 1.0206 5.3886
C 1.9202 1.7204 4.2566
O 2.7809 1.6672 3.4121
O 0.8344 2.4878 4.2060
C 0.7567 3.3239 3.0452
H 3.9755 1.5074 7.0010
H 5.0352 0.2504 6.3471
H 4.5798 1.6293 5.3374
H 2.6772 -0.5400 6.3691
H 3.2478 -0.3823 4.6989
H 0.8673 2.7267 2.1419
H 1.5348 4.0850 3.0692
H -0.2236 3.7878 3.0756
C -3.0618 -6.6996 -2.3730
C -3.6803 -5.6402 -1.4898
O -4.1160 -4.4931 -2.2493
C -5.2552 -4.6495 -2.9202
O -5.9479 -5.6349 -2.9289
O -5.5088 -3.5178 -3.5795
C -6.7030 -3.5486 -4.3706
H -2.2413 -6.2789 -2.9548
H -2.6667 -7.5046 -1.7522
H -3.8020 -7.1185 -3.0521
H -2.9492 -5.2295 -0.7963
H -4.5254 -6.0299 -0.9233
H -7.5571 -3.8383 -3.7620
H -6.5934 -4.2526 -5.1938
H -6.8240 -2.5383 -4.7480

Atoms 1-6, force components in eV/Å:
C 0.1 0.1 0.2
C 0.0 -0.1 0.0
O 0.0 0.1 0.0
C 0.0 -0.1 0.1
B 0.2 0.1 0.0
O -0.5 0.0 -0.3

=====

(5)
Entry from OMol25: C14H31B4NO7Tl as an isolated structure (ωB97M-V/def2-TZVPD).

Values from the calculation:
Net charge: +3
HOMO level (Eh): -0.6286
HOMO-LUMO gap (eV): 2.12

Geometry (Å):
C -2.6772 -2.4708 5.9550
C -2.3360 -1.3336 4.9393
C -0.7650 -1.2348 4.8671
C -0.3591 -1.2195 3.3587
C 0.6868 -0.0967 3.2154
C 1.1448 -0.0929 1.7138
C 2.6407 -0.5133 1.6381
C 3.5516 0.6736 1.2510
C 3.5682 1.1058 -0.2157
C 3.2251 0.0525 -1.2910
C 1.8041 0.2721 -1.8222
C 1.3641 -0.8052 -2.8540
C 1.0424 -0.2805 -4.2732
B -0.4681 0.0435 -4.4702
O -0.9611 1.3346 -4.7260
B -1.7379 1.6727 -3.6478
C -1.4360 3.0607 -2.9024
O -2.5421 4.0094 -2.8795
N -3.3790 3.8044 -3.9178
O -3.4848 4.7891 -4.5916
O -2.7091 0.7777 -3.2280
B -2.2083 -0.5108 -3.2403
B -2.3359 -1.6487 -1.9282
O -2.7447 -2.9150 -2.1381
O -1.9894 -1.2088 -0.6503
O -1.4840 -0.9208 -4.3255
H -3.2085 -3.2488 5.4141
H -3.2774 -2.0263 6.7502
H -1.7953 -2.9336 6.3962
H -2.7216 -0.3954 5.3270
H -2.8097 -1.5092 3.9805
H -0.2710 -2.0614 5.3734
H -0.4832 -0.3300 5.4059
H 0.0014 -2.2088 3.0829
H -1.2184 -1.0094 2.7253
H 1.4894 -0.2023 3.9386
H 0.2219 0.8702 3.4214
H 0.8840 0.8392 1.2192
H 0.5953 -0.8888 1.2022
H 2.9526 -0.8084 2.6414
H 2.7334 -1.4116 1.0344
H 4.5561 0.4578 1.6285
H 3.2069 1.5374 1.8262
H 2.9720 1.9958 -0.4050
H 4.6086 1.4036 -0.4078
H 3.4292 -0.9695 -0.9832
H 3.8789 0.2480 -2.1396
H 1.8143 1.2354 -2.3360
H 1.0374 0.3603 -1.0491
H 2.1173 -1.5873 -2.8838
H 0.4570 -1.2699 -2.4478
H 1.3090 -1.0405 -5.0078
H 1.5843 0.6461 -4.4558
H -1.1876 2.8311 -1.8666
H -0.5701 3.5494 -3.3399
H -2.0456 -3.5219 -2.4135
H -1.0898 -1.5156 -0.4853
Tl -4.5811 6.6196 -4.9829

Atoms 1-6, force components in eV/Å:
C 0.5 -0.3 -0.7
C -0.7 0.4 0.0
C 0.3 0.3 1.0
C -0.6 -1.0 -1.0
C 0.0 1.3 1.0
C -0.2 -1.2 -0.6

=====

(6)
Entry from OMol25: a 5-piece molecular cluster, C14H31Cl8N overall (ωB97M-V/def2-TZVPD).

Values from the calculation:
Net charge: 0
ΔE to the lowest compared entry with this formula, charge and spin (kJ/mol): 190.85
HOMO level (Eh): -0.3199
HOMO-LUMO gap (eV): 9.16

Geometry (Å):
C 4.8243 -0.1701 0.0795
C 4.4173 1.3089 0.4485
N 2.8853 1.5809 0.2075
C 2.4303 2.6309 0.9865
C 3.1333 3.6959 1.1515
C 2.7503 1.8899 -1.2115
C 1.3293 1.4109 -1.7215
H 4.0593 -0.7471 0.4665
H 5.7253 -0.3571 0.8495
H 4.6223 -0.3061 -1.0845
H 5.0143 2.1799 0.0305
H 4.6363 1.6369 1.6325
H 2.4183 2.3839 2.0865
H 1.3623 2.5099 0.8915
H 4.2143 3.7319 1.0995
H 2.8973 4.2999 2.0725
H 2.5283 4.3759 0.3635
H 3.4813 1.2719 -1.8975
H 2.9153 2.8549 -1.6855
H 1.1933 0.4639 -1.6185
H 1.3243 1.6639 -2.8465
H 0.5063 1.9699 -1.1565
Cl -1.5747 -5.1981 3.4785
C -2.8707 -4.0091 3.9505
C -4.0987 -4.7021 4.4955
Cl -5.5797 -3.8741 4.0555
H -3.0867 -3.4221 3.0345
H -2.5257 -3.1131 4.6375
H -4.1397 -4.8811 5.6465
H -4.2347 -5.6871 4.1705
Cl -1.2077 -1.5371 1.8115
C -0.1327 -1.9681 0.4645
C 1.2863 -1.3051 0.6545
Cl 1.9983 -1.8761 2.1815
H -0.6697 -1.5121 -0.4565
H 0.0603 -3.0671 0.3455
H 1.2813 -0.0811 0.8235
H 2.0803 -1.5191 -0.0345
Cl -1.0237 -0.5961 -3.2005
C -1.5517 0.0009 -4.9075
C -2.4857 1.1969 -4.7835
Cl -1.7377 2.6099 -4.0505
H -1.8717 -0.8241 -5.4455
H -0.7957 0.1999 -5.4705
H -3.3157 1.2969 -4.0015
H -2.8847 1.4639 -5.6605
Cl -3.0087 2.1479 -0.8995
C -3.3967 0.3979 -0.8785
C -3.9127 -0.0901 0.4955
Cl -5.6517 0.3059 0.8405
H -2.5137 -0.0991 -0.9035
H -4.0807 0.1259 -1.5985
H -3.2077 0.4669 1.2685
H -3.8177 -1.1301 0.7915

Atoms 1-6, force components in eV/Å:
C 0.8 2.8 0.1
C -0.7 1.7 2.5
N 4.8 -1.8 -1.9
C -5.5 -10.0 4.7
C 1.9 13.9 -1.4
C -0.9 -3.0 -3.1

=====

(7)
Entry from OMol25: a 2-piece molecular cluster, C14H31N2O2 overall (ωB97M-V/def2-TZVPD).

Values from the calculation:
Net charge: +1
ΔE to the lowest compared entry with this formula, charge and spin (kJ/mol): 0.00
HOMO level (Eh): -0.4489
HOMO-LUMO gap (eV): 10.12

Geometry (Å):
C -5.0890 -1.4328 -1.6790
C -4.7256 -2.0028 -0.2332
N -4.0679 -3.3298 -0.1996
C -2.8696 -3.4112 -0.9983
O -1.8805 -2.7059 -0.7718
O -2.8783 -4.3451 -2.0805
H -6.1970 -1.5931 -1.9287
H -4.4984 -1.8733 -2.5404
H -4.8483 -0.3118 -1.6664
H -4.0908 -1.2253 0.3140
H -5.6927 -2.0738 0.3791
H -4.7057 -4.1165 -0.3429
H -3.4543 -3.9410 -2.7712
C 0.9081 0.2793 -2.6691
C -0.2389 0.2568 -1.6674
C -0.1785 1.3402 -0.5842
C 1.1701 1.6776 0.0438
N 1.8295 0.7042 1.0270
C 1.4918 1.0469 2.4790
C 0.1153 0.4437 2.6957
C 0.0855 -0.8087 1.8227
C 1.3408 -0.7442 0.9649
C 3.3483 0.6976 0.7999
C 4.0933 1.9831 1.1629
C 3.8920 3.1940 0.2590
H 1.8840 0.1888 -2.1845
H 0.8160 -0.5621 -3.3594
H 0.8968 1.2007 -3.2569
H -0.3143 -0.7342 -1.2157
H -1.1764 0.3826 -2.2176
H -0.9412 1.1485 0.1733
H -0.5062 2.2676 -1.0709
H 1.0527 2.6167 0.5891
H 1.8835 1.8659 -0.7557
H 2.2370 0.5604 3.1116
H 1.5303 2.1271 2.6285
H -0.6618 1.1447 2.3842
H -0.0666 0.2171 3.7477
H -0.8223 -0.8441 1.2175
H 0.0875 -1.7163 2.4295
H 1.2505 -1.0718 -0.0663
H 2.1079 -1.3664 1.4339
H 3.5107 0.4166 -0.2439
H 3.7510 -0.1030 1.4243
H 5.1601 1.7375 1.1146
H 3.9001 2.2658 2.2002
H 3.9636 2.9243 -0.7977
H 4.6632 3.9396 0.4630
H 2.9347 3.6859 0.4361

Atoms 1-6, force components in eV/Å:
C -0.3 0.5 0.1
C -0.7 1.0 0.5
N 1.1 -0.1 -1.6
C 0.8 1.0 0.4
O -2.4 -1.8 -0.6
O -0.4 1.6 1.2

=====

(8)
Entry from OMol25: C14H32AgN4O8S as an isolated structure (ωB97M-V/def2-TZVPD).

Values from the calculation:
Net charge: +1
HOMO level (Eh): -0.4292
HOMO-LUMO gap (eV): 9.93

Geometry (Å):
Ag -4.3269 35.4473 2.0884
C -1.7362 37.5936 -2.8805
C -0.3856 37.5016 -2.1400
O -0.4848 36.3389 -1.2904
S -1.8893 35.6154 -1.3607
O -2.4058 35.4900 -0.0504
O -1.8089 34.4808 -2.1924
O -2.6631 36.7766 -2.1235
H -1.7465 37.2749 -3.9211
H -2.0782 38.6255 -2.8069
H -0.3091 38.3378 -1.4528
H 0.4623 37.3494 -2.7945
C -7.4414 36.6165 5.7427
C -6.8962 36.7795 4.3462
O -5.8571 36.1806 4.0333
N -7.5506 37.6480 3.5452
C -7.1432 38.0388 2.2255
H -8.3700 37.1776 5.8810
H -6.7134 36.9691 6.4652
H -7.6779 35.5679 5.9050
H -8.4503 37.9714 3.8523
H -7.3513 39.1016 2.0895
H -7.6528 37.4392 1.4734
H -6.0768 37.9124 2.0534
C -3.4184 38.4418 4.2411
C -3.3053 38.5427 2.7525
O -3.2646 37.5109 2.0635
N -3.2348 39.7707 2.2179
C -3.1219 40.0281 0.7978
H -2.9360 37.5163 4.5510
H -4.4467 38.3841 4.6000
H -2.9530 39.2418 4.8253
H -3.2434 40.5675 2.8278
H -2.0845 40.2611 0.5420
H -3.7005 40.9224 0.5547
H -3.4932 39.2242 0.1789
C -5.9318 33.6740 -1.1112
C -5.9980 35.0956 -0.6092
O -6.1731 35.3554 0.5886
N -5.7352 36.0355 -1.5177
C -5.3782 37.3973 -1.1650
H -5.0235 33.5235 -1.6883
H -6.8172 33.4615 -1.7132
H -5.9663 33.0287 -0.2395
H -5.5209 35.7573 -2.4579
H -5.0144 37.9159 -2.0514
H -4.5205 37.3845 -0.4791
H -6.1793 37.9831 -0.7254
C -1.7248 32.4851 2.3786
C -3.1725 32.5384 2.7989
O -4.0024 33.1926 2.1520
N -3.4967 31.9582 3.9464
C -4.8539 32.0761 4.5562
H -1.3166 33.4970 2.3137
H -1.6191 32.0866 1.3707
H -1.0950 31.9495 3.0889
H -2.8465 31.4024 4.4700
H -5.5998 32.3774 3.8337
H -4.7721 32.7584 5.4025
H -5.1647 31.0944 4.9175

Atoms 1-6, force components in eV/Å:
Ag -0.1 0.1 0.1
C -0.1 0.2 0.2
C -0.8 -0.6 0.3
O 0.0 -0.1 0.0
S 0.3 0.4 0.1
O -0.3 0.0 0.3

=====

Look up the HOMO-LUMO gap of the first one. 7.29 eV